The following is a quantum chemistry calculation of a 6-piece molecular cluster, C22H57N4O10 overall at a distorted geometry, from the Open Molecules 2025 dataset.

Multiplicity ... 1
Total charge ... -1
ΔE to the lowest compared entry with this formula, charge and spin ... 0.0000 eV
Orbital gap ... 8.241 eV

Bonds (Å) are listed after each position.
Geometry (Å):
1 N 0.798 -0.441 -1.285  O2 1.274, O3 1.243, O4 1.265
2 O -0.331 -0.122 -1.780  N1 1.274
3 O 1.736 0.362 -1.420  N1 1.243
4 O 0.910 -1.498 -0.599  N1 1.265
5 C 6.231 1.486 0.481  C6 1.522, H9 1.098, H10 1.086, H11 1.094
6 C 4.735 1.224 0.381  C5 1.522, C7 1.511, O8 1.419, H12 1.103
7 C 3.982 1.907 1.498  C6 1.511, H13 1.091, H14 1.097, H15 1.087
8 O 4.294 1.714 -0.875  C6 1.419, H16 0.972
9 H 6.399 2.561 0.624  C5 1.098
10 H 6.775 1.193 -0.412  C5 1.086
11 H 6.638 0.985 1.366  C5 1.094
12 H 4.587 0.132 0.416  C6 1.103
13 H 2.899 1.805 1.399  C7 1.091
14 H 4.202 2.978 1.413  C7 1.097
15 H 4.274 1.576 2.492  C7 1.087
16 H 3.394 1.368 -1.004  O8 0.972
17 C -1.969 -4.006 -3.141  C18 1.527, H21 1.089, H22 1.095, H23 1.102
18 C -2.767 -2.712 -2.988  C17 1.527, C19 1.515, O20 1.432, H24 1.099
19 C -3.043 -2.382 -1.535  C18 1.515, H25 1.091, H26 1.092, H27 1.089
20 O -2.101 -1.630 -3.647  C18 1.432, H28 0.972
21 H -1.750 -4.213 -4.187  C17 1.089
22 H -2.436 -4.844 -2.613  C17 1.095
23 H -0.983 -3.897 -2.662  C17 1.102
24 H -3.735 -2.872 -3.482  C18 1.099
25 H -2.133 -2.002 -1.068  C19 1.091
26 H -3.400 -3.288 -1.042  C19 1.092
27 H -3.809 -1.610 -1.485  C19 1.089
28 H -1.492 -1.213 -3.015  O20 0.972
29 C 0.718 3.974 3.398  O30 1.389, H38 1.097, H39 1.089, H40 1.098
30 O -0.380 4.176 2.572  C29 1.389, C31 1.432
31 C -0.046 4.340 1.189  O30 1.432, C32 1.513, H41 1.106, H42 1.090
32 C 0.320 3.061 0.468  C31 1.513, N33 1.441, H43 1.112, H44 1.094
33 N -0.726 2.070 0.424  C32 1.441, C34 1.441, H45 1.010
34 C -0.877 1.303 1.634  N33 1.441, C35 1.503, H46 1.094, H47 1.116
35 C -1.962 0.269 1.515  C34 1.503, O36 1.392, H48 1.103, H49 1.099
36 O -3.205 0.892 1.560  C35 1.392, C37 1.398
37 C -4.228 -0.052 1.692  O36 1.398, H50 1.088, H51 1.103, H52 1.103
38 H 1.187 2.999 3.214  C29 1.097
39 H 0.341 3.983 4.419  C29 1.089
40 H 1.480 4.757 3.277  C29 1.098
41 H 0.842 4.996 1.116  C31 1.106
42 H -0.908 4.813 0.719  C31 1.090
43 H 1.246 2.622 0.902  C32 1.112
44 H 0.601 3.290 -0.564  C32 1.094
45 H -0.620 1.416 -0.338  N33 1.010
46 H -1.101 1.944 2.493  C34 1.094
47 H 0.083 0.835 1.957  C34 1.116
48 H -1.860 -0.441 2.353  C35 1.103
49 H -1.847 -0.320 0.594  C35 1.099
50 H -5.177 0.480 1.676  C37 1.088
51 H -4.134 -0.644 2.617  C37 1.103
52 H -4.223 -0.780 0.863  C37 1.103
53 C 5.061 -3.035 3.043  O54 1.405, H62 1.100, H63 1.089, H64 1.101
54 O 3.863 -2.469 3.507  C53 1.405, C55 1.399
55 C 2.866 -2.365 2.531  O54 1.399, C56 1.511, H65 1.100, H66 1.096
56 C 2.202 -3.695 2.266  C55 1.511, N57 1.461, H67 1.093, H68 1.111
57 N 0.908 -3.548 1.604  C56 1.461, C58 1.454, H69 1.021
58 C 0.437 -4.822 1.086  N57 1.454, C59 1.522, H70 1.096, H71 1.106
59 C -0.963 -4.638 0.520  C58 1.522, O60 1.411, H72 1.101, H73 1.089
60 O -1.603 -5.854 0.196  C59 1.411, C61 1.396
61 C -1.007 -6.510 -0.883  O60 1.396, H74 1.098, H75 1.093, H76 1.091
62 H 4.943 -4.043 2.618  C53 1.100
63 H 5.766 -3.107 3.870  C53 1.089
64 H 5.520 -2.411 2.260  C53 1.101
65 H 3.224 -1.926 1.587  C55 1.100
66 H 2.095 -1.662 2.865  C55 1.096
67 H 2.044 -4.253 3.192  C56 1.093
68 H 2.875 -4.283 1.605  C56 1.111
69 H 0.957 -2.844 0.866  N57 1.021
70 H 0.389 -5.553 1.902  C58 1.096
71 H 1.143 -5.211 0.329  C58 1.106
72 H -0.914 -3.962 -0.347  C59 1.101
73 H -1.590 -4.127 1.249  C59 1.089
74 H -0.237 -7.208 -0.530  C61 1.098
75 H -0.566 -5.808 -1.596  C61 1.093
76 H -1.777 -7.106 -1.375  C61 1.091
77 C -1.079 3.190 -3.939  C78 1.532, H83 1.092, H84 1.109, H85 1.091
78 C -1.880 3.300 -2.637  C77 1.532, C79 1.517, N82 1.469, H86 1.095
79 C -2.854 4.462 -2.662  C78 1.517, O80 1.400, H87 1.104, H88 1.097
80 O -3.231 4.766 -1.348  C79 1.400, C81 1.402
81 C -4.041 5.907 -1.270  O80 1.402, H89 1.090, H90 1.105, H91 1.098
82 N -2.518 2.035 -2.251  C78 1.469, H92 1.015, H93 1.021
83 H -0.237 2.502 -3.840  C77 1.092
84 H -0.560 4.151 -4.130  C77 1.109
85 H -1.651 2.941 -4.835  C77 1.091
86 H -1.153 3.526 -1.849  C78 1.095
87 H -3.736 4.158 -3.254  C79 1.104
88 H -2.355 5.321 -3.127  C79 1.097
89 H -3.982 6.303 -0.256  C81 1.090
90 H -5.096 5.636 -1.457  C81 1.105
91 H -3.786 6.708 -1.977  C81 1.098
92 H -1.833 1.306 -2.080  N82 1.015
93 H -3.071 1.685 -3.035  N82 1.021